[1]
ORCA calculation (wB97M-V/def2-TZVPD) on a molecular structure, C36H28BaCl4N6O2S3 at a distorted geometry.

Output
* energy: -4928.6851 hartree
* strongest force on any atom: 3.4 eV Å⁻¹
* frontier orbital gap: 0.188 Ha
* energy above the lowest of the compared OMol25 structures with the same formula, charge and spin: 26.3 kcal per mole

```
! RIJCOSX wB97M-V def2-TZVPD def2/J DEFGRID3
* xyz -2 1
Ba -1.314 0.252 0.705
C 1.024 -1.040 5.108
C 0.255 -0.945 3.893
N 0.019 0.233 3.298
C 0.643 1.341 3.810
C 1.335 1.336 5.033
C 1.510 0.077 5.669
C 1.973 2.485 5.503
C 1.925 3.617 4.742
C 1.287 3.634 3.499
C 0.658 2.491 2.982
N 0.081 2.394 1.779
C -0.070 3.447 0.927
C 0.968 3.957 0.131
C 0.627 4.609 -1.092
C -0.629 5.056 -1.414
C -1.657 4.722 -0.498
C -2.945 5.096 -0.695
C -4.000 4.422 -0.067
C -3.712 3.463 0.875
N -2.409 3.156 1.154
C -1.418 3.803 0.549
H 1.333 -1.974 5.517
H -0.161 -1.786 3.385
H 2.140 0.005 6.577
H 2.540 2.364 6.443
H 2.344 4.606 5.032
H 1.207 4.548 2.953
H 1.971 3.681 0.445
H 1.425 4.659 -1.807
H -0.850 5.518 -2.355
H -3.188 5.764 -1.542
H -5.023 4.598 -0.206
H -4.437 2.845 1.461
Cl 0.511 0.215 -6.394
C -0.285 0.819 -4.937
C -1.646 1.110 -5.091
Cl -2.444 1.151 -6.647
C -2.348 1.329 -3.895
Cl -3.964 1.957 -3.969
C -1.832 1.090 -2.614
O -2.422 1.198 -1.496
C -0.433 0.660 -2.564
O 0.018 0.362 -1.438
C 0.324 0.602 -3.734
Cl 2.011 0.329 -3.582
S -1.197 -3.117 0.909
C -2.321 -3.035 -0.388
N -3.046 -1.974 -0.613
C -3.907 -2.209 -1.700
C -4.581 -1.171 -2.352
C -5.428 -1.460 -3.382
C -5.564 -2.764 -3.898
C -4.776 -3.805 -3.378
C -3.929 -3.487 -2.282
S -2.717 -4.403 -1.471
H -4.355 -0.118 -2.082
H -6.114 -0.704 -3.808
H -6.147 -2.933 -4.737
H -4.779 -4.851 -3.831
C 5.519 -4.025 2.184
N 4.429 -3.385 1.421
C 3.114 -3.605 2.005
C 4.398 -3.903 0.061
S 4.978 -5.418 -0.328
N 3.765 -3.066 -0.755
C 3.497 -3.411 -2.142
C 3.165 -1.839 -0.300
H 5.343 -3.727 3.225
H 6.542 -3.711 1.855
H 5.581 -5.102 2.126
H 2.712 -4.619 1.738
H 2.429 -2.892 1.711
H 3.247 -3.594 3.090
H 4.330 -3.863 -2.654
H 3.168 -2.480 -2.694
H 2.669 -4.148 -2.285
H 3.710 -1.489 0.586
H 2.094 -1.879 -0.166
H 3.230 -1.071 -1.099
*
```

Mulliken population analysis, charges in e, atoms 1 to 8: 1.539, -0.832, -0.508, 0.066, -0.386, 1.259, -0.531, -0.930



[2]
ORCA calculation (wB97M-V/def2-TZVPD) on 6 unconnected molecules or ions with the total composition C18H36O18 at a distorted geometry.

Output
* energy: -2061.7883 hartree
* strongest force on any atom: 1.9 eV Å⁻¹
* frontier orbital gap: 0.412 Ha
* energy above the lowest of the compared OMol25 structures with the same formula, charge and spin: 18.2 kcal per mole
* SMILES: COC(=O)OC.COC(=O)OC.COC(=O)OC.COC(=O)OC.COC(=O)OC.COC(=O)OC

```
! RIJCOSX wB97M-V def2-TZVPD def2/J DEFGRID3
* xyz 0 1
C -14.736 18.884 -7.906
O -13.903 18.504 -8.994
C -13.945 19.192 -10.123
O -14.425 20.283 -10.265
O -13.371 18.463 -11.069
C -12.650 19.151 -12.093
H -15.556 19.509 -8.255
H -14.118 19.487 -7.238
H -15.080 18.056 -7.293
H -12.311 18.464 -12.855
H -11.824 19.665 -11.597
H -13.269 19.947 -12.510
C -25.655 17.339 -10.357
O -25.747 16.674 -11.620
C -26.887 16.173 -12.060
O -27.955 16.183 -11.497
O -26.661 15.627 -13.242
C -27.690 14.861 -13.816
H -25.068 16.685 -9.708
H -26.613 17.499 -9.874
H -25.044 18.216 -10.550
H -27.353 14.503 -14.785
H -28.618 15.422 -13.891
H -27.924 13.945 -13.264
C -28.036 14.747 -8.495
O -26.793 15.272 -8.100
C -26.333 14.980 -6.894
O -26.931 14.296 -6.097
O -25.175 15.566 -6.719
C -24.508 15.412 -5.473
H -28.857 15.347 -8.084
H -28.249 13.746 -8.124
H -28.169 14.823 -9.569
H -24.949 16.126 -4.774
H -23.435 15.538 -5.537
H -24.741 14.443 -5.028
C -23.193 9.654 -3.771
O -22.429 10.020 -4.911
C -22.428 11.304 -5.259
O -23.039 12.207 -4.761
O -21.582 11.426 -6.271
C -21.414 12.710 -6.837
H -22.960 8.603 -3.601
H -24.263 9.797 -3.889
H -22.791 10.160 -2.889
H -22.346 13.070 -7.274
H -20.698 12.611 -7.652
H -20.965 13.415 -6.138
C -22.066 16.351 -7.970
O -20.846 16.797 -8.553
C -19.748 16.288 -8.042
O -19.661 15.607 -7.039
O -18.697 16.695 -8.738
C -17.425 16.198 -8.333
H -22.139 15.267 -7.912
H -22.901 16.733 -8.548
H -22.142 16.742 -6.954
H -17.303 15.149 -8.606
H -17.390 16.295 -7.249
H -16.656 16.765 -8.845
C -13.812 19.381 -2.221
O -14.756 18.323 -2.291
C -15.295 18.093 -3.486
O -15.135 18.764 -4.474
O -16.105 17.059 -3.375
C -16.847 16.685 -4.526
H -12.889 19.151 -2.758
H -13.549 19.562 -1.185
H -14.235 20.265 -2.698
H -16.167 16.247 -5.258
H -17.397 17.534 -4.932
H -17.599 15.933 -4.294
*
```

Mulliken population analysis, charges in e, atoms 1 to 8: -0.509, -0.319, 0.786, -0.555, -0.298, -0.665, 0.370, 0.344



[3]
ORCA calculation (wB97M-V/def2-TZVPD) on a molecular structure, C31H55BrNO3P3V at a distorted geometry.

Output
* energy: -6034.9789 hartree
* strongest force on any atom: 5.5 eV Å⁻¹
* frontier orbital gap (alpha / beta): 0.139 / 0.139 Ha

```
! RIJCOSX wB97M-V def2-TZVPD def2/J DEFGRID3
* xyz 4 2
N 7.737 -8.564 0.257
C 6.928 -8.378 1.313
C 6.052 -7.295 1.444
C 5.983 -6.317 0.425
C 6.838 -6.519 -0.686
C 7.676 -7.636 -0.716
C 5.066 -5.187 0.563
V 0.000 0.000 0.000
P -5.345 0.099 -3.467
C 4.104 -4.819 -0.327
C 3.175 -3.698 -0.212
C 2.397 -3.329 -1.335
C 1.488 -2.265 -1.280
C 1.309 -1.517 -0.095
C 2.088 -1.885 1.029
C 2.998 -2.945 0.975
Br -1.660 1.925 0.126
H 5.191 -4.603 1.483
H 3.988 -5.413 -1.244
H 5.419 -7.205 2.334
H 6.852 -5.812 -1.522
H 6.982 -9.138 2.105
H 8.341 -7.795 -1.577
H 2.514 -3.895 -2.268
H 3.581 -3.193 1.869
H 0.907 -2.016 -2.175
H 1.981 -1.329 1.968
P 1.106 1.113 -1.724
C -5.164 -1.282 -2.206
C -6.208 -2.394 -2.370
H -5.196 -0.859 -1.182
H -4.148 -1.697 -2.347
H -6.366 -2.933 -1.418
H -7.187 -1.990 -2.685
H -5.890 -3.128 -3.131
C -3.983 -0.457 -4.637
C -4.141 0.050 -6.076
H -4.014 -1.563 -4.624
H -2.999 -0.159 -4.224
H -3.568 -0.580 -6.780
H -5.200 0.036 -6.390
H -3.771 1.084 -6.184
C -4.465 1.470 -2.522
C -5.409 2.524 -1.926
H -3.704 1.938 -3.176
H -3.914 0.970 -1.703
H -4.879 3.480 -1.760
H -6.267 2.729 -2.589
H -5.815 2.186 -0.957
C 0.948 2.956 -1.535
C 2.206 3.826 -1.649
H 0.501 3.074 -0.532
H 0.177 3.260 -2.269
H 2.885 3.650 -0.798
H 2.766 3.651 -2.582
H 1.920 4.893 -1.624
C 0.564 0.703 -3.455
C 1.505 -0.106 -4.357
H 0.343 1.681 -3.918
H -0.420 0.208 -3.347
H 2.207 0.553 -4.896
H 2.096 -0.848 -3.798
H 0.915 -0.649 -5.116
C 2.907 0.665 -1.594
C 3.624 0.790 -0.243
H 3.399 1.311 -2.343
H 2.963 -0.359 -2.008
H 4.381 -0.003 -0.112
H 4.123 1.764 -0.120
H 2.891 0.684 0.576
C -0.719 4.396 1.600
C 0.477 3.507 2.100
O 0.436 2.171 2.685
P -0.649 0.904 2.213
O -1.142 1.158 3.845
C -2.005 2.250 4.048
C -1.302 3.184 5.037
O -1.737 -0.367 1.738
C -1.851 -1.438 2.654
C -0.573 -1.907 3.353
H -0.945 4.315 0.522
H -0.400 5.461 1.645
H -1.655 4.391 2.171
H 1.314 3.567 1.386
H 0.838 4.122 2.941
H -2.316 2.734 3.114
H -2.958 1.911 4.508
H -0.297 3.467 4.683
H -1.880 4.109 5.223
H -1.146 2.641 5.993
H -2.639 -1.201 3.397
H -2.207 -2.322 2.071
H -0.109 -1.109 3.966
H -0.811 -2.748 4.034
H 0.137 -2.284 2.606
*
```

Mulliken population analysis, charges in e, atoms 1 to 8: -0.421, -0.365, -0.359, 0.347, -0.352, -0.322, -0.344, -0.370



[4]
ORCA calculation (wB97M-V/def2-TZVPD) on a molecular structure, C28H37KN4O4 at a distorted geometry.

Output
* energy: -2209.2216 hartree
* strongest force on any atom: 1.4 eV Å⁻¹
* frontier orbital gap: 0.198 Ha
* energy above the lowest of the compared OMol25 structures with the same formula, charge and spin: 19.2 kcal per mole

```
! RIJCOSX wB97M-V def2-TZVPD def2/J DEFGRID3
* xyz -2 1
K 0.629 0.336 -0.187
C 3.562 0.289 -0.783
C 3.118 -0.583 -1.802
C 2.363 0.216 -2.727
C 2.368 1.533 -2.216
C 3.105 1.592 -1.025
C 3.498 2.833 -0.248
C 2.536 3.989 -0.534
C 3.507 2.566 1.261
C 4.914 3.261 -0.680
C 1.661 -0.121 -4.047
C 2.646 -0.691 -5.084
C 1.069 1.145 -4.691
C 0.469 -1.077 -3.862
C 3.655 -2.018 -1.842
C 2.676 -3.071 -2.377
C 4.946 -2.055 -2.685
C 4.025 -2.495 -0.425
H 4.204 0.020 0.044
H 1.903 2.388 -2.684
H 1.514 3.707 -0.270
H 2.558 4.264 -1.591
H 2.813 4.871 0.053
H 2.521 2.259 1.614
H 3.809 3.464 1.813
H 4.208 1.766 1.509
H 4.940 3.437 -1.758
H 5.630 2.468 -0.452
H 5.234 4.178 -0.167
H 3.497 -0.014 -5.201
H 2.156 -0.797 -6.059
H 3.031 -1.670 -4.803
H 1.841 1.891 -4.899
H 0.309 1.587 -4.045
H 0.587 0.878 -5.636
H 0.752 -2.006 -3.372
H 0.024 -1.326 -4.834
H -0.298 -0.598 -3.251
H 2.433 -2.921 -3.426
H 1.750 -3.050 -1.797
H 3.113 -4.071 -2.282
H 4.758 -1.704 -3.699
H 5.367 -3.069 -2.738
H 5.689 -1.391 -2.238
H 3.169 -2.390 0.245
H 4.858 -1.929 -0.010
H 4.323 -3.549 -0.452
O 0.032 2.195 3.833
C -0.065 1.649 2.714
O 0.629 0.722 2.233
C -1.200 2.179 1.807
C -2.049 3.195 2.231
C -3.062 3.607 1.378
C -3.207 2.988 0.145
C -2.319 1.976 -0.198
N -1.337 1.600 0.617
C -2.453 1.201 -1.529
O -3.332 1.613 -2.312
O -1.677 0.223 -1.664
H -1.898 3.635 3.207
H -3.741 4.400 1.676
H -3.986 3.268 -0.550
N 0.380 -5.756 1.831
C -0.250 -4.741 1.117
C 0.267 -3.442 1.087
N -0.308 -2.488 0.381
C -1.402 -2.803 -0.316
C -1.906 -4.089 -0.281
N -1.344 -5.068 0.436
H 0.870 -5.452 2.656
H -0.213 -6.556 1.971
H 1.150 -3.171 1.656
H -1.847 -2.002 -0.900
H -2.795 -4.365 -0.836
*
```

Mulliken population analysis, charges in e, atoms 1 to 8: 1.388, -0.799, -0.031, -0.137, -0.321, -0.389, 2.524, -1.886



Please write out number 4 again, unchanged.
ORCA calculation (wB97M-V/def2-TZVPD) on a molecular structure, C28H37KN4O4 at a distorted geometry.

Output
* energy: -2209.2216 hartree
* strongest force on any atom: 1.4 eV Å⁻¹
* frontier orbital gap: 0.198 Ha
* energy above the lowest of the compared OMol25 structures with the same formula, charge and spin: 19.2 kcal per mole

```
! RIJCOSX wB97M-V def2-TZVPD def2/J DEFGRID3
* xyz -2 1
K 0.629 0.336 -0.187
C 3.562 0.289 -0.783
C 3.118 -0.583 -1.802
C 2.363 0.216 -2.727
C 2.368 1.533 -2.216
C 3.105 1.592 -1.025
C 3.498 2.833 -0.248
C 2.536 3.989 -0.534
C 3.507 2.566 1.261
C 4.914 3.261 -0.680
C 1.661 -0.121 -4.047
C 2.646 -0.691 -5.084
C 1.069 1.145 -4.691
C 0.469 -1.077 -3.862
C 3.655 -2.018 -1.842
C 2.676 -3.071 -2.377
C 4.946 -2.055 -2.685
C 4.025 -2.495 -0.425
H 4.204 0.020 0.044
H 1.903 2.388 -2.684
H 1.514 3.707 -0.270
H 2.558 4.264 -1.591
H 2.813 4.871 0.053
H 2.521 2.259 1.614
H 3.809 3.464 1.813
H 4.208 1.766 1.509
H 4.940 3.437 -1.758
H 5.630 2.468 -0.452
H 5.234 4.178 -0.167
H 3.497 -0.014 -5.201
H 2.156 -0.797 -6.059
H 3.031 -1.670 -4.803
H 1.841 1.891 -4.899
H 0.309 1.587 -4.045
H 0.587 0.878 -5.636
H 0.752 -2.006 -3.372
H 0.024 -1.326 -4.834
H -0.298 -0.598 -3.251
H 2.433 -2.921 -3.426
H 1.750 -3.050 -1.797
H 3.113 -4.071 -2.282
H 4.758 -1.704 -3.699
H 5.367 -3.069 -2.738
H 5.689 -1.391 -2.238
H 3.169 -2.390 0.245
H 4.858 -1.929 -0.010
H 4.323 -3.549 -0.452
O 0.032 2.195 3.833
C -0.065 1.649 2.714
O 0.629 0.722 2.233
C -1.200 2.179 1.807
C -2.049 3.195 2.231
C -3.062 3.607 1.378
C -3.207 2.988 0.145
C -2.319 1.976 -0.198
N -1.337 1.600 0.617
C -2.453 1.201 -1.529
O -3.332 1.613 -2.312
O -1.677 0.223 -1.664
H -1.898 3.635 3.207
H -3.741 4.400 1.676
H -3.986 3.268 -0.550
N 0.380 -5.756 1.831
C -0.250 -4.741 1.117
C 0.267 -3.442 1.087
N -0.308 -2.488 0.381
C -1.402 -2.803 -0.316
C -1.906 -4.089 -0.281
N -1.344 -5.068 0.436
H 0.870 -5.452 2.656
H -0.213 -6.556 1.971
H 1.150 -3.171 1.656
H -1.847 -2.002 -0.900
H -2.795 -4.365 -0.836
*
```

Mulliken population analysis, charges in e, atoms 1 to 8: 1.388, -0.799, -0.031, -0.137, -0.321, -0.389, 2.524, -1.886